Record 1
Formula: C6H9N
Source: the Open Molecules 2025 dataset
Level of theory: ωB97M-V with the def2-TZVPD basis set

```
16
Properties=species:S:1:pos:R:3:lowdin_charge:R:1
C -0.34 -0.93 2.40 -0.04
C -0.18 0.27 1.54 -0.22
C 0.22 1.48 1.27 0.10
C -0.30 0.62 0.13 -0.32
N 0.69 0.11 -0.80 -0.09
C 0.56 0.55 -2.19 -0.15
C 0.13 -0.82 -1.77 -0.15
H -1.38 -1.29 2.37 0.08
H -0.04 -0.77 3.43 0.07
H 0.26 -1.74 1.98 0.09
H 0.54 2.37 0.82 0.10
H -1.25 0.88 -0.36 0.13
H 1.49 0.72 -2.73 0.10
H -0.21 1.30 -2.44 0.10
H -0.94 -1.03 -1.70 0.10
H 0.75 -1.70 -1.96 0.10
```

Calculated values
SMILES ... CC1=C[C@H]1N1CC1
Energy above the lowest of the compared OMol25 structures with the same formula, charge and spin ... 444.5 kJ/mol
LUMO energy ... 1.2 eV
Total charge ... 0
Molecular weight ... 95.14 g mol⁻¹
Electronic energy ... -7853.5532 eV

=====

Record 2
Formula: C6H9N
Source: the Open Molecules 2025 dataset
Level of theory: ωB97M-V with the def2-TZVPD basis set

```
16
Properties=species:S:1:pos:R:3:lowdin_charge:R:1
C 0.21 -1.54 -0.64 -0.03
N -0.05 -0.51 0.37 -0.04
C 0.95 0.83 0.41 -0.26
C -0.18 1.60 0.18 -0.04
C 2.28 0.74 0.54 -0.01
C -2.37 0.25 -0.23 0.02
C -1.09 0.52 0.06 -0.36
H -0.16 -0.92 1.29 0.18
H -0.31 2.66 0.19 0.09
H 1.15 -2.05 -0.40 0.09
H -0.60 -2.26 -0.68 0.09
H 0.31 -1.05 -1.61 0.11
H 2.76 -0.12 0.99 0.03
H 2.90 1.57 0.24 0.04
H -3.04 1.04 -0.52 0.04
H -2.75 -0.76 -0.20 0.04
```

Calculated values
Energy above the lowest of the compared OMol25 structures with the same formula, charge and spin ... 386.2 kJ/mol
LUMO energy ... 0.8 eV
Total charge ... 0
Molecular weight ... 95.14 g mol⁻¹
Electronic energy ... -7854.1566 eV

=====

Record 3
Formula: C6H9N
Source: the Open Molecules 2025 dataset
Level of theory: ωB97M-V with the def2-TZVPD basis set

```
16
Properties=species:S:1:pos:R:3:lowdin_charge:R:1
C -0.42 -1.74 0.52 0.06
N 0.10 -0.59 0.48 -0.05
C -0.22 0.84 0.91 -0.20
C 1.27 1.14 0.66 -0.08
C 1.05 0.12 -0.48 -0.26
C -0.01 0.80 -1.41 -0.12
C -0.83 1.26 -0.42 -0.19
H 0.00 -2.53 -0.10 0.09
H -1.30 -1.93 1.13 0.11
H -1.31 -1.56 -1.68 0.05
H -0.71 0.96 1.88 0.13
H 1.95 0.79 1.45 0.11
H 1.49 2.15 0.32 0.11
H 1.84 -0.52 -0.88 0.13
H -1.05 -0.87 -1.87 0.02
H -1.83 1.68 -0.51 0.07
```

Calculated values
Energy above the lowest of the compared OMol25 structures with the same formula, charge and spin ... 690.6 kJ/mol
LUMO energy ... 0.1 eV
Total charge ... 0
Molecular weight ... 95.14 g mol⁻¹
Electronic energy ... -7851.0025 eV

=====

Record 4
Formula: C6H9N
Source: the Open Molecules 2025 dataset
Level of theory: ωB97M-V with the def2-TZVPD basis set

```
16
Properties=species:S:1:pos:R:3:lowdin_charge:R:1
C -2.25 -0.22 -0.71 -0.09
C -2.75 0.91 -0.41 -0.08
N -1.66 0.96 -1.43 -0.03
H -2.04 -1.27 -0.61 0.09
H -3.33 1.62 0.17 0.09
H -2.08 1.01 -2.36 0.05
C 0.67 -2.23 0.13 -0.02
C 0.89 -0.95 0.23 -0.14
C 1.09 0.34 0.32 -0.17
C 2.26 0.97 1.03 -0.10
H 0.10 -2.77 0.88 0.05
H 1.07 -2.81 -0.71 0.05
H 0.36 0.99 -0.17 0.08
H 1.92 1.57 1.89 0.07
H 2.80 1.65 0.36 0.07
H 2.96 0.22 1.40 0.07
```

Calculated values
SMILES ... C1=CN1.C=C=CC
Energy above the lowest of the compared OMol25 structures with the same formula, charge and spin ... 545.2 kJ/mol
LUMO energy ... 1.1 eV
Total charge ... 0
Molecular weight ... 95.14 g mol⁻¹
Electronic energy ... -7852.5091 eV

=====

Record 5
Formula: C6H9N
Source: the Open Molecules 2025 dataset
Level of theory: ωB97M-V with the def2-TZVPD basis set

```
16
Properties=species:S:1:pos:R:3:lowdin_charge:R:1
C -2.69 0.10 2.01 -0.16
C -1.54 0.50 1.13 -0.11
C 1.95 0.70 -0.89 -0.14
C 0.71 0.30 -0.86 -0.03
C 3.12 -0.24 -1.09 -0.10
C -0.52 -0.11 -0.98 -0.13
N -1.43 -0.32 0.11 -0.08
H -3.25 -0.81 1.71 0.06
H -2.34 -0.03 3.04 0.06
H -3.39 0.94 2.03 0.07
H 2.16 1.77 -0.79 0.11
H 2.86 -1.01 -1.82 0.07
H 3.42 -0.73 -0.16 0.07
H 3.99 0.31 -1.47 0.07
H -0.97 -0.25 -1.96 0.11
H -2.06 -1.12 -0.02 0.13
```

Calculated values
Energy above the lowest of the compared OMol25 structures with the same formula, charge and spin ... 385.1 kJ/mol
LUMO energy ... 1.0 eV
Total charge ... 0
Molecular weight ... 95.14 g mol⁻¹
Electronic energy ... -7854.1687 eV

=====

Record 6
Formula: C6H9N
Source: the Open Molecules 2025 dataset
Level of theory: ωB97M-V with the def2-TZVPD basis set

```
16
Properties=species:S:1:pos:R:3:lowdin_charge:R:1
C 1.37 1.41 -0.01 -0.10
C 0.51 0.63 -0.88 -0.22
N 1.83 0.07 -0.44 -0.02
C 1.04 -1.09 0.11 -0.10
C -0.29 -0.36 -0.06 -0.39
C -1.31 -0.01 0.98 -0.09
C -1.73 -0.65 -0.32 -0.08
H 1.05 1.66 1.01 0.11
H 1.92 2.20 -0.52 0.10
H 0.38 0.75 -1.95 0.14
H 1.35 -1.49 1.08 0.11
H 1.13 -1.87 -0.67 0.12
H -1.55 1.03 1.17 0.10
H -1.36 -0.64 1.86 0.10
H -2.14 -1.66 -0.31 0.10
H -2.20 0.01 -1.05 0.11
```

Calculated values
Energy above the lowest of the compared OMol25 structures with the same formula, charge and spin ... 343.3 kJ/mol
LUMO energy ... 1.1 eV
Total charge ... 0
Molecular weight ... 95.14 g mol⁻¹
Electronic energy ... -7854.6017 eV

=====

Record 7
Formula: C6H9N
Source: the Open Molecules 2025 dataset
Level of theory: ωB97M-V with the def2-TZVPD basis set

```
16
Properties=species:S:1:pos:R:3:lowdin_charge:R:1
C 0.42 -0.29 -1.96 -0.16
C 1.12 0.31 -0.75 -0.06
N -0.11 0.93 -1.39 -0.13
C -1.13 0.77 -0.32 -0.11
C -0.10 0.00 0.48 -0.35
C -0.25 -1.23 1.29 -0.08
C 0.24 0.07 1.89 -0.10
H 0.08 -1.30 -1.83 0.09
H 0.62 -0.07 -2.97 0.09
H 1.91 1.10 -1.09 0.15
H -2.01 0.28 -0.80 0.12
H -1.37 1.80 0.02 0.12
H 0.47 -2.01 1.10 0.10
H -1.24 -1.58 1.59 0.11
H -0.39 0.59 2.58 0.10
H 1.31 0.16 2.06 0.11
```

Calculated values
SMILES ... C1[C@H]2N1CC21CC1
Energy above the lowest of the compared OMol25 structures with the same formula, charge and spin ... 493.1 kJ/mol
LUMO energy ... 1.1 eV
Total charge ... 0
Molecular weight ... 95.14 g mol⁻¹
Electronic energy ... -7853.0488 eV

=====

Record 8
Formula: C6H9N
Source: the Open Molecules 2025 dataset
Level of theory: ωB97M-V with the def2-TZVPD basis set

```
16
Properties=species:S:1:pos:R:3:lowdin_charge:R:1
C -2.48 -0.37 -0.33 -0.05
C -1.13 0.17 0.00 -0.34
C -0.65 1.44 0.21 -0.06
C 0.77 1.35 0.31 -0.06
C 1.12 0.03 0.18 -0.33
C 2.44 -0.67 0.09 -0.04
N -0.04 -0.67 0.00 0.08
H -2.72 -1.26 0.25 0.07
H -3.25 0.38 -0.13 0.08
H -2.54 -0.63 -1.39 0.08
H -1.25 2.33 0.25 0.10
H 1.46 2.18 0.45 0.10
H 2.30 -1.76 0.17 0.07
H 2.93 -0.48 -0.87 0.08
H 3.13 -0.37 0.89 0.08
H -0.09 -1.68 -0.09 0.16
```

Calculated values
SMILES ... Cc1ccc(C)[nH]1
Energy above the lowest of the compared OMol25 structures with the same formula, charge and spin ... 5.3 kJ/mol
LUMO energy ... 1.0 eV
Total charge ... 0
Molecular weight ... 95.14 g mol⁻¹
Electronic energy ... -7858.1050 eV

=====

Record 9
Formula: C6H9N
Source: the Open Molecules 2025 dataset
Level of theory: ωB97M-V with the def2-TZVPD basis set

```
16
Properties=species:S:1:pos:R:3:lowdin_charge:R:1
C 1.27 0.94 1.99 -0.07
C 0.37 0.13 1.12 -0.30
C -0.95 -0.23 1.23 -0.08
N -1.39 -0.65 -0.01 0.05
C -0.37 -0.54 -0.92 -0.34
C -0.48 -0.57 -2.40 -0.04
C 0.73 -0.13 -0.23 -0.05
H 0.76 1.36 2.86 0.07
H 1.60 1.78 1.37 0.08
H 2.17 0.41 2.30 0.07
H -1.62 -0.24 2.08 0.11
H -2.36 -0.80 -0.24 0.15
H -1.26 0.10 -2.76 0.08
H 0.47 -0.19 -2.78 0.08
H -0.63 -1.56 -2.84 0.07
H 1.70 0.04 -0.67 0.11
```

Calculated values
SMILES ... Cc1c[nH]c(C)c1
Energy above the lowest of the compared OMol25 structures with the same formula, charge and spin ... 33.4 kJ/mol
LUMO energy ... 1.1 eV
Total charge ... 0
Molecular weight ... 95.14 g mol⁻¹
Electronic energy ... -7857.8139 eV

=====

Record 10
Formula: C6H9N
Source: the Open Molecules 2025 dataset
Level of theory: ωB97M-V with the def2-TZVPD basis set

```
16
Properties=species:S:1:pos:R:3:lowdin_charge:R:1
C -0.19 2.50 1.72 0.11
C -0.11 1.81 0.73 -0.14
C 0.04 0.99 -0.48 -0.15
C 0.25 -0.50 -0.20 -0.53
C -1.00 -1.34 -0.28 -0.03
C 1.37 -0.89 0.69 -0.12
N 1.48 -1.04 -0.77 0.05
H -0.26 3.12 2.58 0.02
H -0.83 1.14 -1.13 0.12
H 0.91 1.35 -1.04 0.12
H -1.83 -0.89 0.27 0.09
H -0.85 -2.35 0.12 0.08
H -1.32 -1.44 -1.33 0.08
H 2.00 -0.12 1.12 0.11
H 1.25 -1.78 1.30 0.11
H 1.35 -2.01 -1.03 0.09
```

Calculated values
SMILES ... C#CC[C@]1(C)CN1
Energy above the lowest of the compared OMol25 structures with the same formula, charge and spin ... 282.8 kJ/mol
LUMO energy ... 1.0 eV
Total charge ... 0
Molecular weight ... 95.14 g mol⁻¹
Electronic energy ... -7855.2289 eV

=====

Record 11
Formula: C6H9N
Source: the Open Molecules 2025 dataset
Level of theory: ωB97M-V with the def2-TZVPD basis set

```
16
Properties=species:S:1:pos:R:3:lowdin_charge:R:1
C 2.01 -1.17 0.98 0.12
C 0.82 -1.31 0.86 -0.14
C -0.63 -1.50 0.68 -0.21
N -1.27 -0.44 -0.11 -0.02
C -0.42 0.55 -0.67 -0.46
C 0.31 0.27 -1.74 0.04
C -0.32 1.84 0.10 -0.05
H 3.07 -1.05 1.06 0.03
H -0.82 -2.48 0.22 0.11
H -1.10 -1.52 1.67 0.12
H -2.00 0.00 0.44 0.10
H 1.04 0.98 -2.12 0.06
H 0.19 -0.66 -2.28 0.07
H 0.62 2.35 -0.11 0.08
H -0.37 1.64 1.17 0.08
H -1.14 2.51 -0.16 0.08
```

Calculated values
SMILES ... C#CCNC(=C)C
Energy above the lowest of the compared OMol25 structures with the same formula, charge and spin ... 295.1 kJ/mol
LUMO energy ... 1.0 eV
Total charge ... 0
Molecular weight ... 95.14 g mol⁻¹
Electronic energy ... -7855.1006 eV

=====

Record 12
Formula: C6H9N
Source: the Open Molecules 2025 dataset
Level of theory: ωB97M-V with the def2-TZVPD basis set

```
16
Properties=species:S:1:pos:R:3:lowdin_charge:R:1
C 1.44 -2.17 -0.50 -0.05
C 0.40 -1.12 -0.06 -0.26
C -0.70 -0.91 -0.85 -0.09
C -1.23 0.39 -0.62 -0.08
C -0.50 0.96 0.39 -0.34
C -0.70 2.36 0.91 -0.04
N 0.50 0.07 0.75 0.09
H 1.81 -2.89 0.24 0.06
H 1.06 -2.80 -1.33 0.08
H 2.30 -1.67 -0.95 0.07
H -1.07 -1.68 -1.51 0.10
H -2.00 0.91 -1.17 0.10
H -0.01 3.07 0.45 0.08
H -1.71 2.69 0.65 0.08
H -0.61 2.48 2.00 0.07
H 1.00 0.30 1.61 0.15
```

Calculated values
SMILES ... Cc1ccc(C)[nH]1
Energy above the lowest of the compared OMol25 structures with the same formula, charge and spin ... 69.6 kJ/mol
LUMO energy ... 1.0 eV
Total charge ... 0
Molecular weight ... 95.14 g mol⁻¹
Electronic energy ... -7857.4386 eV

=====

Record 13
Formula: C6H9N
Source: the Open Molecules 2025 dataset
Level of theory: ωB97M-V with the def2-TZVPD basis set

```
16
Properties=species:S:1:pos:R:3:lowdin_charge:R:1
C -1.41 -1.00 -0.70 -0.06
C -0.38 0.07 -1.01 -0.25
C 0.94 0.13 -0.31 -0.26
C 1.10 -0.70 0.95 -0.07
C 0.01 1.33 -0.23 -0.20
C -0.25 1.81 1.11 -0.20
N -0.18 2.24 2.18 0.15
H -2.34 -0.81 -1.26 0.08
H -1.02 -1.97 -1.04 0.09
H -1.66 -1.10 0.35 0.07
H -0.33 0.29 -2.07 0.13
H 1.85 0.30 -0.88 0.14
H 0.16 -0.82 1.48 0.07
H 1.47 -1.70 0.68 0.08
H 1.81 -0.24 1.65 0.08
H 0.23 2.16 -0.90 0.14
```

Calculated values
SMILES ... C[C@@H]1[C@H](C)[C@@H]1C#N
Energy above the lowest of the compared OMol25 structures with the same formula, charge and spin ... 130.0 kJ/mol
LUMO energy ... 0.8 eV
Total charge ... 0
Molecular weight ... 95.14 g mol⁻¹
Electronic energy ... -7856.8120 eV

=====

Record 14
Formula: C6H9N
Source: the Open Molecules 2025 dataset
Level of theory: ωB97M-V with the def2-TZVPD basis set

```
16
Properties=species:S:1:pos:R:3:lowdin_charge:R:1
C 2.78 0.62 2.08 -0.11
C 1.76 0.14 1.15 -0.09
C 0.92 -0.26 0.38 -0.04
C -0.02 -0.79 -0.62 -0.17
C -1.46 -0.32 -0.47 -0.33
C -1.97 0.56 -1.54 -0.16
N -2.38 -0.84 -1.48 0.01
H 2.68 1.69 2.27 0.07
H 3.79 0.44 1.69 0.08
H 2.70 0.10 3.04 0.07
H 0.03 -1.89 -0.64 0.12
H 0.32 -0.45 -1.60 0.11
H -1.82 -0.20 0.55 0.14
H -1.30 0.77 -2.36 0.10
H -2.69 1.34 -1.31 0.10
H -3.34 -0.90 -1.15 0.09
```

Calculated values
SMILES ... CC#CC[C@H]1CN1
Energy above the lowest of the compared OMol25 structures with the same formula, charge and spin ... 281.3 kJ/mol
LUMO energy ... 1.1 eV
Total charge ... 0
Molecular weight ... 95.14 g mol⁻¹
Electronic energy ... -7855.2441 eV

=====

| no. | orbital gap (eV) |
| --- | --- |
| 1 | 10.2343 |
| 2 | 7.1026 |
| 3 | 7.2048 |
| 4 | 9.5192 |
| 5 | 9.0903 |
| 6 | 10.0232 |
| 7 | 9.7117 |
| 8 | 8.6845 |
| 9 | 8.8934 |
| 10 | 10.5525 |
| 11 | 9.5482 |
| 12 | 8.7832 |
| 13 | 11.1510 |
| 14 | 10.4299 |